Formula: C17H26N2O5
Source: the Open Molecules 2025 dataset
Level of theory: ωB97M-V with the def2-TZVPD basis set

```
50
Properties=species:S:1:pos:R:3:nbo_charge:R:1
C -6.1606 -2.0102 1.4468 -0.60
C -5.7356 -1.2988 0.1689 -0.40
C -5.1117 0.0641 0.4611 -0.43
C -4.6290 0.7475 -0.8207 -0.06
O -3.6336 0.0060 -1.4952 -0.50
C -2.3643 -0.0248 -1.0116 0.29
C -1.4928 -0.8954 -1.6694 -0.25
C -0.1742 -0.9992 -1.2846 -0.18
C 0.3175 -0.2361 -0.2315 -0.07
C 1.7596 -0.3648 0.2132 0.11
N 2.2397 0.8892 0.7769 -0.65
C 2.3553 1.9900 -0.0131 0.89
O 1.9557 2.0711 -1.1465 -0.65
O 2.9729 2.9814 0.6627 -0.52
C 3.0812 4.2293 -0.0227 -0.07
C 1.7868 5.0259 0.0556 -0.64
N 2.5888 -0.7932 -0.8866 -0.65
C 3.7848 -1.4220 -0.7485 0.89
O 4.5512 -1.6108 -1.6578 -0.64
O 3.9899 -1.8380 0.5231 -0.54
C 5.1504 -2.6415 0.7336 -0.07
C 4.9074 -4.0917 0.3420 -0.64
C -0.5500 0.6193 0.4287 -0.19
C -1.8758 0.7322 0.0484 -0.26
H -5.3033 -2.1750 2.0960 0.20
H -6.6058 -2.9748 1.2160 0.21
H -6.8922 -1.4156 1.9901 0.20
H -6.6031 -1.1657 -0.4813 0.19
H -5.0087 -1.9112 -0.3679 0.21
H -5.8434 0.7143 0.9449 0.21
H -4.2695 -0.0683 1.1434 0.21
H -4.2806 1.7665 -0.6115 0.17
H -5.4527 0.8072 -1.5381 0.19
H -1.8788 -1.4796 -2.4897 0.22
H 0.4802 -1.6824 -1.8030 0.22
H 1.8402 -1.1196 1.0041 0.23
H 2.7856 0.8736 1.6228 0.41
H 3.8994 4.7522 0.4766 0.19
H 3.3428 4.0380 -1.0684 0.20
H 1.5034 5.1842 1.0935 0.21
H 0.9919 4.4846 -0.4517 0.23
H 1.9223 5.9891 -0.4277 0.22
H 2.4637 -0.2724 -1.7451 0.43
H 5.9795 -2.2277 0.1507 0.20
H 5.3631 -2.5505 1.8011 0.18
H 5.7865 -4.6849 0.5772 0.22
H 4.7135 -4.1555 -0.7256 0.23
H 4.0522 -4.4909 0.8825 0.21
H -0.1890 1.2155 1.2532 0.22
H -2.5106 1.4197 0.5848 0.21
```

Values from the calculation:
Gap between HOMO and LUMO: 9.045 eV
SMILES string: CCCCOc1ccc(C(NC(=O)OCC)NC(=O)OCC)cc1
Electronic energy: -1149.15794 hartree
ΔE to the lowest compared entry with this formula, charge and spin: 0.0 kJ/mol
Largest force on an atom: 0.56 eV Å⁻¹
HOMO energy: -8.37 eV
LUMO: 0.7 eV